{
  "formula": "C65H58CrN8O2PS",
  "method": "ωB97M-V with the def2-TZVPD basis set",
  "de_lowest_ev": 0.6229,
  "orbital_gap_ev": [6.846, 7.332],
  "e_tot_ev": -132900.2495,
  "total_charge": 2,
  "e_lumo_ev": [-5.54, -5.06],
  "spin_multiplicity": 2,
  "species": ["Cr", "S", "P", "O", "O", "N", "N", "N", "N", "N", "N", "N", "N", "C", "C", "C", "C", "C", "C", "C", "C", "C", "C", "C", "C", "C", "C", "C", "C", "C", "C", "C", "C", "C", "C", "C", "C", "C", "C", "C", "C", "C", "C", "C", "C", "C", "C", "C", "C", "C", "C", "C", "C", "C", "C", "C", "C", "C", "C", "C", "C", "C", "C", "C", "C", "C", "C", "C", "C", "C", "C", "C", "C", "C", "C", "C", "C", "C", "H", "H", "H", "H", "H", "H", "H", "H", "H", "H", "H", "H", "H", "H", "H", "H", "H", "H", "H", "H", "H", "H", "H", "H", "H", "H", "H", "H", "H", "H", "H", "H", "H", "H", "H", "H", "H", "H", "H", "H", "H", "H", "H", "H", "H", "H", "H", "H", "H", "H", "H", "H", "H", "H", "H", "H", "H", "H"],
  "coordinates": [[-0.46558, -0.04323, 0.18281], [-2.70387, 0.50270, -0.69231], [0.73517, -3.06339, -0.77572], [-0.31124, 0.83421, 1.68370], [0.72854, -0.60703, 3.02854], [-0.99672, -1.81665, 1.03454], [-0.19772, -0.65698, -1.75377], [-0.05647, -2.12489, -3.35929], [-3.86126, -1.83677, -0.17077], [1.57406, -0.55084, 0.16570], [3.17694, -2.05858, 0.10830], [-0.90488, -4.00605, 1.27769], [-5.17182, -0.01560, 0.19696], [-3.98250, -0.50249, -0.15126], [1.85640, 5.05777, 6.10472], [-5.57791, 1.32004, 0.51662], [-4.73576, 2.24661, 1.11296], [0.04773, -1.93003, -2.02697], [-3.64429, -4.31979, 3.55932], [-1.34510, 2.17741, -3.77552], [-2.33500, -1.24809, 3.15328], [-0.26428, 3.46388, -1.54830], [1.86150, -1.83246, -0.05287], [-0.03173, 2.89172, 3.60529], [0.25199, -0.73786, -7.64606], [-1.49715, -5.26055, 4.09452], [-1.23960, 3.11283, 2.72834], [0.47361, -0.83234, -6.28135], [-2.68151, -0.74971, 5.48988], [0.42019, 0.53169, 2.80729], [2.19629, 2.71836, 5.26164], [-1.54147, 3.53545, -3.58256], [-0.37125, -0.91165, -3.94697], [4.23561, 2.05931, -0.06547], [6.13930, -1.09169, -0.35787], [-2.27322, -4.39037, 3.33373], [2.99956, 1.56638, 0.37014], [2.73727, 0.40994, 4.56600], [-3.82286, 0.53029, 3.81458], [-0.43134, -0.00160, -2.92270], [-1.70867, -2.15241, 2.17040], [-3.56998, 0.26182, 5.15039], [1.85123, 1.62231, 4.48652], [2.78289, 0.09937, 0.36389], [3.53124, 4.32731, 0.31306], [-0.59951, -0.78734, -5.39615], [5.69425, -0.48167, 1.92807], [3.86566, -3.34092, 0.00203], [-3.45867, -5.99449, 5.26914], [-0.51062, -2.95242, 0.53261], [-7.40584, 2.87046, 0.60954], [5.23067, -0.80586, 0.65770], [3.77842, -0.85860, 0.39280], [-1.65463, -3.51530, 2.32483], [2.02494, 2.49347, 0.72284], [-6.90982, 1.62277, 0.27117], [-2.08929, -6.06427, 5.05524], [-0.62393, 1.44423, -2.84200], [-2.11381, -0.55478, -7.24951], [-1.04132, -0.60020, -8.12888], [-0.06719, 2.10551, -1.74248], [2.29138, 3.85494, 0.70847], [-0.60279, -5.41193, 1.02256], [7.05725, -0.43815, 2.17716], [4.49903, 3.41671, -0.08650], [-5.24510, 3.49432, 1.44117], [0.11808, -3.38000, -4.08084], [-1.89512, -0.64922, -5.88439], [7.50138, -1.04933, -0.10575], [-6.57118, 3.81302, 1.19089], [1.45785, 3.89309, 5.24797], [-1.01676, 4.17978, -2.47018], [-2.07089, -1.49916, 4.49984], [0.34892, 3.95514, 4.41494], [-4.23520, -5.11933, 4.52339], [0.72504, 1.71153, 3.65097], [7.95959, -0.72096, 1.16239], [-3.20051, -0.21360, 2.82297], [4.23704, -3.49360, -1.01038], [-1.17409, 5.23976, -2.33582], [3.07337, 2.65308, 5.89326], [-0.03742, -4.20871, -3.39431], [7.41532, -0.18284, 3.16377], [4.98978, -0.25050, 2.71251], [1.08705, -0.76467, -8.33022], [3.69767, 0.69858, 4.99058], [-0.95060, 3.33885, 1.69589], [2.84985, 5.41502, 5.83472], [-2.98009, -2.22767, -0.45532], [9.02163, -0.68506, 1.35893], [-5.29993, -5.05960, 4.69610], [8.20325, -1.26470, -0.89812], [5.00130, 1.39082, -0.41942], [-1.36840, -2.27263, 4.77386], [-1.77900, 1.69101, -4.63910], [-0.42463, -5.29562, 3.95444], [2.89619, -0.05270, 3.59229], [-3.36627, 0.04827, 1.79101], [-2.72735, -0.61296, -5.19288], [0.66855, 1.60186, -1.09207], [-6.95486, 4.78817, 1.45310], [-4.05277, 0.84142, 5.92342], [-7.55882, 0.88808, -0.18771], [-8.44269, 3.10258, 0.41562], [-4.49421, 1.33204, 3.53737], [-1.48209, -6.73569, 5.64456], [0.20303, 3.95940, -0.70971], [3.17798, -4.14049, 0.26891], [-0.24137, 4.86170, 4.39348], [1.89018, 4.77096, 7.15550], [-5.93068, -0.68594, 0.23815], [-2.45611, -0.95097, 6.52680], [-3.11927, -0.44719, -7.62831], [-1.21354, -0.52489, -9.19251], [-4.59289, 4.22060, 1.90531], [1.11798, -3.43609, -4.50624], [1.04264, 2.17839, 1.04335], [-1.41912, -6.01646, 1.40848], [5.46516, 3.76168, -0.42717], [0.32292, -5.69837, 1.51815], [-1.80435, 3.96271, 3.10794], [3.73881, 5.38732, 0.30536], [-2.11399, 4.09597, -4.30727], [-4.24415, -3.62131, 2.99007], [-3.91948, -6.61694, 6.02273], [4.70219, -3.33799, 0.69648], [1.48326, -0.92309, -5.90200], [1.15845, 5.88526, 6.00068], [-3.70362, 2.01206, 1.32293], [1.51924, 4.54698, 1.02103], [-1.90058, 2.24833, 2.69314], [-4.54656, -2.44406, 0.24998], [2.29824, -0.35868, 5.20234], [-0.51042, -5.56823, -0.05058], [-0.61632, -3.42479, -4.88182], [5.78191, -1.32549, -1.35298]],
  "mulliken_charge": [0.6126, -0.1528, -0.8966, 0.1979, -0.6158, 1.6134, 1.1359, 0.7193, -0.2731, 1.8399, 0.7030, 0.5866, 0.2413, -0.1224, -1.6550, 0.0609, 1.0533, -0.9666, -0.0006, -0.4362, 0.9029, -0.4755, -0.9990, 1.1941, -0.7888, -0.1218, -1.0240, -0.2444, -1.1794, 0.6849, -0.9768, -1.0499, 0.4542, -0.8774, 0.1940, -0.1048, 0.5759, -1.2688, -0.3618, -0.4874, -1.5702, -0.7740, 1.0477, -0.6310, -1.0458, -0.6243, 0.0115, -0.9205, -0.5143, -0.8478, -0.6024, -1.1112, 0.7745, 0.7627, 1.3849, -0.5159, -0.9136, 0.6061, -0.8050, -0.4223, 1.2281, -0.9457, -1.0668, -0.7948, -1.0262, -0.9967, -0.9444, -0.1189, -0.8516, -0.6679, 0.4506, -1.0335, -0.7482, -1.2433, -0.8275, 0.1420, -0.4802, 1.0479, 0.3267, 0.4964, 0.4706, 0.4028, 0.4688, 0.3726, 0.4202, 0.4983, 0.1078, 0.3641, 0.0012, 0.4325, 0.4565, 0.4417, 0.5243, 0.6093, 0.4396, 0.4799, -0.2146, -1.0420, 0.5382, -0.2389, 0.4483, 0.4720, 0.4323, 0.4099, 0.4421, 0.4305, 0.4172, 0.3827, 0.4003, 0.3766, 0.3114, 0.4784, 0.4361, 0.4283, 0.4701, 0.3315, 0.0596, 0.4066, 0.4625, 0.3335, 0.7243, 0.4720, 0.4672, 0.3755, 0.4279, 0.3582, 0.4950, 0.3749, -0.1593, 0.5974, -0.3916, 0.2727, 0.3196, 0.4247, 0.3646, 0.4875]
}